Entry 1:
Below is one molecule with the formula C4H4O3, with properties calculated with wB97M-V/def2-TZVPD.

```
11
Properties=species:S:1:pos:R:3:lowdin_charge:R:1
O 0.7536 -2.1565 0.4174 0.061
C -0.0221 -1.4959 -0.2524 -0.192
C -0.1012 -0.0456 -0.1211 -0.062
C 0.4819 0.5636 1.1127 -0.321
O 1.0700 1.6257 0.6840 0.038
C -0.6579 0.8338 -1.1610 -0.206
O -1.2686 0.3711 -2.1007 0.076
H -0.7441 -1.9595 -0.9411 0.141
H -0.0962 0.5520 2.0537 0.147
H 1.1886 -0.3637 1.1194 0.184
H -0.5547 1.9158 -0.9710 0.134
```

Summary:
**E_HOMO (spin up / spin down)**: -10.264 / -10.525 eV
**Energy above the lowest of the compared OMol25 structures with the same formula, charge and spin**: 453.6 kJ/mol
**Frontier orbital gap (spin up / spin down)**: 8.18 / 7.99 eV

---

Entry 2:
Below is a 2-piece molecular cluster, C4H4O3 overall, with properties calculated with wB97M-V/def2-TZVPD.

```
11
Properties=species:S:1:pos:R:3:lowdin_charge:R:1
C -1.8674 0.1912 -0.3683 -0.012
C -0.7191 -0.7792 -0.2514 -0.479
O -0.7604 -1.9438 -0.6037 0.078
C 0.5971 -0.2159 0.1268 -0.040
O 0.8521 -0.2909 1.3889 0.035
C 2.9729 0.6676 0.1630 0.028
O 3.5840 0.9975 -0.7365 0.098
H -2.1395 0.5752 0.6212 0.089
H -2.7220 -0.3159 -0.8207 0.088
H -1.5767 1.0459 -0.9899 0.087
H 1.7789 0.0682 1.4705 0.028
```

Summary:
**E_HOMO**: -8.982 eV
**Energy above the lowest of the compared OMol25 structures with the same formula, charge and spin**: 302.8 kJ/mol
**Frontier orbital gap**: 9.33 eV

---

Entry 3:
Below is one molecule with the formula C4H4O3, with properties calculated with wB97M-V/def2-TZVPD.

```
11
Properties=species:S:1:pos:R:3:lowdin_charge:R:1
C -1.4849 0.3306 -0.4884 0.008
C -0.4303 -0.7283 -0.3063 -0.379
O -0.3987 -1.7787 -0.8996 0.130
C 0.6355 -0.4419 0.7589 -0.279
O 0.5408 -0.8036 1.9073 0.145
C 1.8542 0.3594 0.3059 -0.153
O 1.9926 0.7093 -0.8379 0.104
H -2.2680 0.1729 0.2629 0.101
H -1.9252 0.2438 -1.4834 0.094
H -1.0778 1.3371 -0.3429 0.091
H 2.5617 0.5993 1.1235 0.136
```

Summary:
**E_HOMO**: -9.779 eV
**Energy above the lowest of the compared OMol25 structures with the same formula, charge and spin**: 127.9 kJ/mol
**Frontier orbital gap**: 8.75 eV
**SMILES string**: CC(=O)C(=O)C=O

---

Entry 4:
Below is a 2-piece molecular cluster, C4H4O3 overall, with properties calculated with wB97M-V/def2-TZVPD.

```
11
Properties=species:S:1:pos:R:3:lowdin_charge:R:1
O 2.0903 1.0238 -0.7090 0.098
C 1.8149 -0.1240 -0.5195 -0.233
C 0.8199 -0.7319 0.3675 -0.272
O 0.0997 -1.6699 0.1319 0.056
H 2.4272 -0.9901 -0.9021 0.142
H 0.9802 -0.2976 1.4146 0.146
C -1.2254 1.2864 0.7445 0.103
C -1.6733 0.6207 -0.1679 -0.285
O -2.1357 -0.2276 -1.0412 0.078
H -0.9059 2.1658 1.2270 0.032
H -2.2921 -1.0554 -0.5459 0.136
```

Summary:
**E_HOMO**: -9.754 eV
**Energy above the lowest of the compared OMol25 structures with the same formula, charge and spin**: 417.7 kJ/mol
**Frontier orbital gap**: 9.24 eV
**SMILES string**: O=CC=O.C#CO

---

Entry 5:
Below is one molecule with the formula C4H4O3, with properties calculated with wB97M-V/def2-TZVPD.

```
11
Properties=species:S:1:pos:R:3:lowdin_charge:R:1
C 1.0352 1.1219 -0.5689 0.040
C 0.0056 0.1491 -0.1036 -0.336
O -1.3585 0.4444 -0.0868 0.058
C -0.1455 -0.7768 1.1096 -0.234
O 0.4076 -1.1439 2.0941 0.155
C -1.3158 -1.0272 0.1482 -0.192
O -0.3664 -1.2292 -0.8628 0.045
H 1.1489 1.9465 0.1499 0.105
H 0.7487 1.5412 -1.5348 0.096
H 1.9947 0.6066 -0.6445 0.100
H -2.2497 -1.5840 0.2050 0.163
```

Summary:
**E_HOMO**: -10.280 eV
**Energy above the lowest of the compared OMol25 structures with the same formula, charge and spin**: 345.7 kJ/mol
**Frontier orbital gap**: 11.16 eV

---

Entry 6:
Below is one molecule with the formula C4H4O3, with properties calculated with wB97M-V/def2-TZVPD.

```
11
Properties=species:S:1:pos:R:3:lowdin_charge:R:1
O -0.7643 -2.3738 -0.0582 0.080
C -1.1461 -1.2473 0.1551 -0.199
C -0.1987 -0.1295 0.2020 -0.105
C 1.2486 -0.1040 -0.2127 -0.072
O 1.0908 1.3116 -0.4737 -0.025
C -0.1710 1.3461 0.2110 -0.337
O -1.1438 0.9950 -0.6274 0.077
H -2.1986 -0.9369 0.1730 0.136
H 1.9412 -0.1919 0.6479 0.145
H 1.6054 -0.7600 -1.0108 0.132
H -0.2635 2.0907 0.9939 0.168
```

Summary:
**E_HOMO**: -10.540 eV
**Energy above the lowest of the compared OMol25 structures with the same formula, charge and spin**: 410.8 kJ/mol
**Frontier orbital gap**: 10.27 eV
**SMILES string**: O=C[C@]12CO[C@H]1O2

---

Entry 7:
Below is a 2-piece molecular cluster, C4H4O3S overall, with properties calculated with wB97M-V/def2-TZVPD.

```
12
Properties=species:S:1:pos:R:3:lowdin_charge:R:1
C -1.6085 1.9475 -0.3356 -0.770
C 2.3344 -1.1360 0.5817 -1.009
C -0.7486 -0.5462 -0.7580 -0.060
C -0.9684 0.4676 0.1061 -0.110
O -1.8333 2.1364 -1.5228 -0.087
O -1.9484 2.6174 0.6678 -0.143
O 3.3398 -0.4765 0.3389 -0.197
S 2.1620 -2.8395 0.6913 0.211
H -0.2153 -1.4922 -0.4328 0.015
H 1.4092 -0.6403 1.1207 0.032
H -0.9911 -0.4795 -1.7668 0.008
H -0.9318 0.4413 1.3096 0.109
```

Summary:
**E_HOMO**: -0.814 eV
**Energy above the lowest of the compared OMol25 structures with the same formula, charge and spin**: 49.5 kJ/mol
**Frontier orbital gap**: 6.53 eV
**Net charge**: -2

---

Entry 8:
Below is one molecule with the formula C4H4O3S, with properties calculated with wB97M-V/def2-TZVPD.

```
12
Properties=species:S:1:pos:R:3:lowdin_charge:R:1
O -2.2442 -1.6078 0.0685 0.102
C -2.5978 -0.4520 0.1367 -0.284
O -1.8224 0.6174 -0.0810 0.058
C -0.5274 0.5317 -0.2738 -0.136
C 0.3520 -0.4236 -0.1658 -0.065
C 1.7938 -0.0123 -0.0634 -0.732
O 2.1681 1.2495 0.2353 -0.037
S 3.1430 -1.1328 0.0004 0.592
H -3.6117 -0.1360 0.4840 0.160
H -0.1027 1.5602 -0.1784 0.157
H 0.3591 -1.5156 -0.1338 0.108
H 3.0903 1.3212 -0.0288 0.077
```

Summary:
**E_HOMO**: -8.826 eV
**Energy above the lowest of the compared OMol25 structures with the same formula, charge and spin**: 201.6 kJ/mol
**Frontier orbital gap**: 8.12 eV
**SMILES string**: O=CO/C=C/C(O)=S

---

Entry 9:
Below is C4H4O3Y as an isolated structure, with properties calculated with wB97M-V/def2-TZVPD.

```
12
Properties=species:S:1:pos:R:3:lowdin_charge:R:1
O 2.3887 -0.0628 -1.2491 -0.131
C 1.7495 0.3755 -0.2408 -0.700
O 0.6037 -0.4746 -0.0922 -0.238
O 1.9209 1.3297 0.4686 0.225
Y 1.5115 -1.9053 -1.6897 1.762
C -0.9903 0.4387 0.4083 0.120
C -1.8709 0.5905 -0.5764 0.221
C -0.3312 -0.4492 1.3101 0.146
H -1.5323 0.5588 -1.6181 0.129
H -2.8890 0.9299 -0.3757 0.143
H 0.3541 -0.0103 2.0401 0.157
H -0.9149 -1.3209 1.6147 0.165
```

Summary:
**E_HOMO (spin up / spin down)**: -15.465 / -19.390 eV
**Frontier orbital gap (spin up / spin down)**: 5.23 / 9.15 eV
**Multiplicity**: 2
**⟨S²⟩**: 0.751
**Net charge**: +2

---

Entry 10:
Below is an isolated ion of composition C4H4O4 and charge -2, with properties calculated with wB97M-V/def2-TZVPD.

```
12
Properties=species:S:1:pos:R:3:lowdin_charge:R:1
C -1.0778 -0.7678 0.3128 -0.128
C -0.0542 0.2157 -0.3765 -0.168
C 0.4878 1.4110 0.9927 -0.688
O 0.3139 0.9675 2.0882 -0.054
O 0.8256 2.5174 0.5776 -0.094
C 1.0334 -0.5342 -1.0868 -0.744
O 1.3668 -1.7054 -0.7256 -0.145
O 1.4476 0.0160 -2.1589 -0.156
H -1.6866 -1.3797 -0.2907 0.017
H -1.7579 -0.1943 0.9133 0.039
H -0.3586 -1.4877 0.7247 0.056
H -0.5399 0.9415 -0.9709 0.066
```

Summary:
**E_HOMO**: 0.497 eV
**Energy above the lowest of the compared OMol25 structures with the same formula, charge and spin**: 154.3 kJ/mol
**Frontier orbital gap**: 6.60 eV
**SMILES string**: CC(C(=O)[O-])C(=O)[O-]
**Net charge**: -2

---

Entry 11:
Below is a 2-piece molecular cluster, C4H4O6 overall, with properties calculated with wB97M-V/def2-TZVPD.

```
14
Properties=species:S:1:pos:R:3:lowdin_charge:R:1
C 0.5684 3.2230 -1.8425 -0.478
C -0.9967 -1.6728 1.5235 -0.248
C -0.5059 -0.7796 0.4408 -0.239
C 0.7569 -0.5990 0.0776 -0.122
O 0.8334 3.0864 -2.9407 0.231
O 0.3390 3.5338 -0.7785 0.235
O -0.3930 -3.0437 1.6008 0.008
O -1.5160 -0.2128 -0.3181 0.080
O 0.9610 0.3339 -0.8806 0.049
O -0.0643 -1.9493 2.4965 -0.009
H -1.9472 -1.5076 1.7834 0.109
H 1.4762 -1.2217 0.6248 0.149
H -1.1503 -0.0972 -1.2368 0.134
H 1.6386 0.9066 -0.5502 0.102
```

Summary:
**E_HOMO (spin up / spin down)**: -5.573 / -9.953 eV
**Frontier orbital gap (spin up / spin down)**: 5.66 / 7.84 eV
**Multiplicity**: 3
**⟨S²⟩**: 2.007

---

Entry 12:
Below is C4H4O6Sn as an isolated structure, with properties calculated with wB97M-V/def2-TZVPD.

```
15
Properties=species:S:1:pos:R:3:lowdin_charge:R:1
O 2.4203 -0.9443 -0.5751 -0.081
C 1.4604 -0.3449 -0.0191 -0.731
O 1.6541 0.7576 0.5713 -0.126
O 0.2645 -0.9017 -0.0684 0.172
O -1.5608 -1.3303 1.1695 -0.049
C -2.4119 -1.8947 0.2487 0.069
C -0.7896 -0.3061 0.6675 -0.204
Sn 3.4486 0.5192 0.0797 1.575
H -3.3214 -2.2771 0.7087 0.101
H -1.9578 -2.2408 -0.6823 0.100
H -0.4212 0.3385 1.4705 0.180
C -1.8436 0.5048 -0.3018 -0.463
O -2.6181 1.2866 0.1840 0.158
H -1.9545 1.1528 -2.0756 0.153
O -1.5229 0.4403 -1.5805 0.145
```

Summary:
**E_HOMO (spin up / spin down)**: -11.651 / -13.988 eV
**Energy above the lowest of the compared OMol25 structures with the same formula, charge and spin**: 0.0 kJ/mol
**Frontier orbital gap (spin up / spin down)**: 5.57 / 7.91 eV
**Multiplicity**: 2
**⟨S²⟩**: 0.753
**Net charge**: +1

---

Entry 13:
Below is one molecule with the formula C4H4OS, with properties calculated with wB97M-V/def2-TZVPD.

```
10
Properties=species:S:1:pos:R:3:lowdin_charge:R:1
C 1.7288 -0.8088 -0.1038 0.037
C 0.4085 -0.6938 0.0459 -0.128
C -0.2201 0.6950 -0.0081 -0.454
O 0.3613 1.7385 -0.2099 0.074
C -1.7649 0.7909 0.0720 -0.614
S -2.8286 -0.3581 -0.1488 0.759
H 2.2639 -1.8033 -0.1326 0.084
H 2.3329 0.1642 -0.1286 0.098
H -0.2738 -1.5281 0.1060 0.065
H -2.0080 1.8035 0.5079 0.079
```

Summary:
**E_HOMO**: -9.123 eV
**Energy above the lowest of the compared OMol25 structures with the same formula, charge and spin**: 157.2 kJ/mol
**Frontier orbital gap**: 7.86 eV
**SMILES string**: C=CC(=O)C=S

---

Entry 14:
Below is one molecule with the formula C4H4OS, with properties calculated with wB97M-V/def2-TZVPD.

```
10
Properties=species:S:1:pos:R:3:lowdin_charge:R:1
C 1.0581 -0.5308 0.8273 -0.406
C 1.0603 0.1745 -0.3145 -0.158
C -0.2209 0.5900 -0.8241 -0.185
O -1.1049 1.1970 0.1110 -0.103
C -1.4037 -0.1463 0.2372 -0.487
S -0.4921 -1.0362 1.4457 0.958
H 1.9150 -0.8557 1.3880 0.061
H 1.9629 0.3890 -0.8601 0.103
H -0.4487 0.7527 -1.8628 0.125
H -2.3261 -0.5343 -0.1478 0.090
```

Summary:
**E_HOMO**: -8.881 eV
**Energy above the lowest of the compared OMol25 structures with the same formula, charge and spin**: 200.4 kJ/mol
**Frontier orbital gap**: 9.76 eV
**SMILES string**: C1=C[C@@H]2O[C@@H]2S1

---

Entry 15:
Below is C4H4OS as an isolated structure, with properties calculated with wB97M-V/def2-TZVPD.

```
10
Properties=species:S:1:pos:R:3:lowdin_charge:R:1
C 2.1956 0.0582 -0.1697 -0.246
C 1.1200 -1.0030 0.1627 -0.028
C -0.1949 -0.5474 0.3775 -0.181
C -0.9601 0.7180 -0.0604 -0.592
H 2.0294 1.2577 0.4743 0.196
H 1.6032 -1.9572 0.3924 0.112
H -0.7108 -1.2889 0.7283 0.001
H -0.7055 1.5646 -0.7934 0.074
O 3.2706 -0.4079 -0.6009 -0.016
S -2.5841 0.5207 0.1341 0.681
```

Summary:
**E_HOMO**: -9.303 eV
**Energy above the lowest of the compared OMol25 structures with the same formula, charge and spin**: 365.5 kJ/mol
**Frontier orbital gap**: 7.68 eV

---

Entry 16:
Below is one molecule with the formula C4H4OS2, with properties calculated with wB97M-V/def2-TZVPD.

```
11
Properties=species:S:1:pos:R:3:lowdin_charge:R:1
O -0.6744 -0.3097 3.1352 -0.042
C -0.3619 -0.2418 1.9695 -0.975
S -1.0686 -1.4000 0.7626 0.928
C -0.6417 -0.2581 -0.5433 -0.624
C 0.1555 0.2374 -1.6800 -0.089
C 0.8838 0.2158 -0.1982 -0.626
S 0.6520 1.0072 1.2613 0.970
H -1.3399 0.4985 -0.0858 0.070
H 0.9178 -0.3028 -2.2962 0.106
H -0.1524 1.2803 -2.1276 0.140
H 1.6298 -0.7267 -0.1974 0.142
```

Summary:
**E_HOMO**: -9.270 eV
**Energy above the lowest of the compared OMol25 structures with the same formula, charge and spin**: 284.2 kJ/mol
**Frontier orbital gap**: 9.77 eV
**SMILES string**: O=C1S[C@@H]2C[C@H]2S1

---

Entry 17:
Below is one molecule with the formula C4H4OS2, with properties calculated with wB97M-V/def2-TZVPD.

```
11
Properties=species:S:1:pos:R:3:lowdin_charge:R:1
S -1.6726 -1.0359 -2.5344 0.353
S 0.1915 -1.5471 -1.7172 0.569
C 0.2403 -0.4429 -0.4468 -0.658
C -0.1848 0.7776 -0.0417 -0.089
C 0.2361 0.8865 1.3625 -0.092
C 0.7919 -0.2951 1.6747 -0.269
O 0.9533 -1.1766 0.7458 -0.046
H -1.2062 0.0799 -3.1420 -0.186
H -0.7153 1.5597 -0.6818 0.135
H 0.1585 1.7768 2.0531 0.120
H 1.2070 -0.5830 2.7279 0.161
```

Summary:
**E_HOMO**: -8.189 eV
**Energy above the lowest of the compared OMol25 structures with the same formula, charge and spin**: 122.6 kJ/mol
**Frontier orbital gap**: 8.33 eV
**SMILES string**: SSc1ccco1

---

Entry 18:
Below is one molecule with the formula C4H4OS2, with properties calculated with wB97M-V/def2-TZVPD.

```
11
Properties=species:S:1:pos:R:3:lowdin_charge:R:1
C -0.6506 0.8075 0.2304 -0.633
C 0.6375 1.1520 -0.4178 -0.407
C -0.7851 -0.5825 0.6940 -0.622
C 1.0741 -1.0560 -0.4441 -0.446
O -0.0022 -1.5740 0.1214 -0.093
S -2.1645 -0.0219 -0.3007 0.913
S 2.0407 0.2803 0.1010 0.884
H -0.7238 1.4454 1.1184 0.113
H 0.6137 1.2493 -1.4822 0.047
H -1.0713 -0.6474 1.7858 0.146
H 1.0860 -1.3365 -1.4830 0.097
```

Summary:
**E_HOMO (spin up / spin down)**: -8.332 / -8.159 eV
**Energy above the lowest of the compared OMol25 structures with the same formula, charge and spin**: 396.1 kJ/mol
**Frontier orbital gap (spin up / spin down)**: 8.21 / 7.90 eV

---

Entry 19:
Below is C4H4OS3 as an isolated structure, with properties calculated with wB97M-V/def2-TZVPD.

```
12
Properties=species:S:1:pos:R:3:lowdin_charge:R:1
C -0.0285 0.4917 -1.5239 -0.810
C -0.8540 0.4291 0.8628 -0.187
C -0.2701 -0.8372 1.1028 -0.462
C 1.2380 0.0235 -0.9738 -1.104
H -0.2128 1.1779 1.2806 0.124
H -1.8694 0.4221 1.4068 0.165
H -0.2333 -0.9292 2.0984 0.044
H -0.7579 -1.6222 0.4455 0.124
O -1.1020 0.4083 -0.6583 -0.117
S -0.1415 0.8389 -3.2031 0.701
S 1.4560 -0.9117 0.4747 0.876
S 2.7753 0.5090 -1.3125 0.647
```

Summary:
**E_HOMO**: -8.546 eV
**Energy above the lowest of the compared OMol25 structures with the same formula, charge and spin**: 233.6 kJ/mol
**Frontier orbital gap**: 6.69 eV

---

Entry 20:
Below is C4H4OSc as an isolated structure, with properties calculated with wB97M-V/def2-TZVPD.

```
10
Properties=species:S:1:pos:R:3:lowdin_charge:R:1
O 1.6014 0.2124 -1.0525 -0.253
C 0.5212 0.8840 -0.9868 -0.227
C -0.7683 0.3318 -0.9343 -0.081
C -1.4430 0.1161 0.2741 -0.089
C -1.3190 -0.4530 1.3943 0.082
H 0.6107 1.9010 -0.5607 0.148
H -0.8850 -0.4822 -1.6606 0.130
H 0.7243 -0.8928 1.1917 0.002
Sc 2.9514 -0.9232 0.1277 1.226
H -1.9935 -0.6942 2.2072 0.061
```

Summary:
**E_HOMO (spin up / spin down)**: -11.584 / -12.158 eV
**Energy above the lowest of the compared OMol25 structures with the same formula, charge and spin**: 127.3 kJ/mol
**Frontier orbital gap (spin up / spin down)**: 6.13 / 6.08 eV
**Net charge**: +1

---

Short version: electronic energy = -380.37427 -380.43169 -380.49831 -380.38795 -380.41538 -380.39057 -778.70744 -778.66746 -418.03097 -455.75232 -605.98160 -820.19843 -628.17512 -628.15869 -628.09578 -1026.30630 -1026.36787 -1026.26371 -1424.51515 -990.23450 Ha, in the order given.
Short version: max |F| = 1.771 1.857 0.584 2.825 1.283 1.401 3.586 3.877 5.338 4.144 10.571 10.580 2.512 3.298 7.393 4.627 5.246 3.176 5.344 3.418 eV Å⁻¹, in the order given.